1.
{
  "formula": "C7H14O",
  "method": "ωB97M-V/def2-TZVPD",
  "species": ["C", "C", "C", "C", "C", "C", "C", "H", "H", "H", "H", "H", "H", "H", "H", "H", "H", "H", "H", "H", "H", "O"],
  "xyz": [[0.587, -3.013, 0.007], [-0.032, -1.597, -0.238], [0.373, -0.462, 0.719], [0.738, 0.822, -0.029], [1.237, 0.876, -1.256], [-0.233, 2.879, 1.269], [0.706, 2.095, 0.757], [0.913, -3.400, -0.954], [-0.125, -3.751, 0.375], [1.445, -2.910, 0.668], [0.200, -1.458, -1.279], [-1.126, -1.626, -0.206], [1.191, -0.789, 1.364], [-0.490, -0.199, 1.327], [1.394, 0.005, -1.873], [1.503, 1.810, -1.733], [-1.271, 2.756, 0.997], [0.147, 3.748, 1.783], [1.752, 2.314, 0.983], [-2.716, -0.030, -0.607], [-3.020, 1.111, -1.491], [-3.172, 0.819, -0.582]],
  "forces_ev_per_a": [[-0.54, 0.67, -0.06], [-0.37, -1.15, 0.25], [-0.16, 0.28, -1.26], [-0.28, 0.22, 0.28], [-0.10, -0.13, -0.38], [0.48, -0.28, -1.02], [1.16, -0.62, 0.39], [0.29, -0.11, 0.01], [0.08, 0.14, 0.40], [0.04, -0.33, 0.08], [0.13, 0.94, -0.23], [0.05, -0.37, -0.05], [0.01, 0.22, 0.10], [0.11, -0.13, 0.38], [-0.03, -0.18, 0.03], [0.01, 0.14, 0.19], [-0.21, 0.03, 0.36], [-0.51, 0.15, 0.26], [-0.20, 0.47, 0.25], [-0.06, -0.07, 0.37], [-0.18, 0.33, 0.15], [0.30, -0.23, -0.49]],
  "mol_weight_g_mol": 114.2,
  "de_lowest_kj_mol": 208.75,
  "spin_multiplicity": 1,
  "smiles": "C=CC(=C)CCC.O",
  "e_homo_ev": -9.3142,
  "total_charge": 0,
  "orbital_gap_ev": 10.15
}

2.
{
  "formula": "C7H14O",
  "method": "ωB97M-V/def2-TZVPD",
  "species": ["C", "C", "C", "C", "C", "C", "C", "H", "H", "H", "H", "H", "H", "H", "H", "H", "H", "H", "H", "H", "H", "O"],
  "xyz": [[-2.800, 0.833, -0.426], [-1.214, 0.970, -0.167], [-0.513, -0.193, 0.469], [0.710, 0.014, 0.973], [1.738, 1.015, 0.675], [2.627, 0.782, -0.428], [-1.101, -1.571, 0.336], [-3.027, 0.125, 0.363], [-3.025, 0.367, -1.386], [-3.145, 1.857, -0.487], [-0.744, 1.413, -1.047], [-1.308, 1.788, 0.557], [1.231, -0.789, 1.507], [1.917, 1.934, 1.238], [3.240, 1.642, -0.683], [2.899, 0.319, 0.561], [-0.671, -2.033, -0.562], [-2.165, -1.552, 0.204], [-0.706, -2.196, 1.141], [2.550, 0.015, -1.190], [1.964, -2.788, -0.966], [1.542, -1.953, -0.679]],
  "forces_ev_per_a": [[2.85, -0.91, -0.83], [-2.35, 1.21, -0.17], [0.43, 0.65, -0.97], [0.75, -0.99, 0.84], [-1.58, 0.26, -2.38], [-1.46, 2.38, -0.47], [1.24, 0.26, 0.57], [-1.40, 0.79, 0.28], [0.05, -0.15, 0.05], [-0.72, -0.21, 0.71], [0.37, -0.33, -0.09], [0.89, -0.12, 0.13], [-0.42, -0.21, -0.08], [0.21, -0.26, 0.20], [0.46, -0.31, 0.33], [1.99, -1.13, 1.50], [-0.06, 0.27, -0.18], [-0.39, -0.32, 0.34], [-0.64, -0.09, 0.08], [-0.50, -0.27, 0.45], [-0.05, 0.05, -0.01], [0.33, -0.55, -0.30]],
  "mol_weight_g_mol": 114.2,
  "de_lowest_kj_mol": 419.05,
  "spin_multiplicity": 2,
  "e_homo_ev": [-13.4005, -13.3954],
  "total_charge": 1,
  "orbital_gap_ev": [7.97, 7.10]
}

3.
{
  "formula": "C7H14O2",
  "method": "ωB97M-V/def2-TZVPD",
  "species": ["C", "C", "C", "C", "C", "C", "C", "O", "O", "H", "H", "H", "H", "H", "H", "H", "H", "H", "H", "H", "H", "H", "H"],
  "xyz": [[0.269, 0.369, -0.646], [-0.280, 0.053, 0.746], [-1.878, -0.094, 0.755], [0.333, -1.196, 1.396], [-2.671, 0.572, -0.356], [1.849, 0.585, -0.583], [2.749, 0.005, -1.390], [-0.050, -0.608, -1.622], [2.250, 1.512, 0.363], [-0.268, -1.435, -1.167], [3.214, 1.631, 0.299], [-0.129, 1.324, -1.002], [-0.066, 0.908, 1.400], [-2.207, 0.335, 1.710], [-2.160, -1.153, 0.798], [0.270, -2.069, 0.740], [-0.186, -1.445, 2.328], [1.386, -1.033, 1.644], [2.438, -0.711, -2.145], [3.807, 0.241, -1.352], [-3.737, 0.580, -0.103], [-2.361, 1.608, -0.516], [-2.571, 0.021, -1.296]],
  "forces_ev_per_a": [[1.94, 0.13, 0.35], [-1.53, -0.14, 0.22], [0.81, 0.15, 0.41], [0.21, 0.28, -0.06], [-0.09, -0.01, -0.24], [0.00, -0.20, -0.49], [-0.90, -0.15, 0.02], [-0.02, -0.10, 0.33], [-0.39, -0.20, -0.16], [0.18, 0.27, -0.15], [-0.52, -0.12, -0.04], [-0.06, -0.11, 0.06], [0.15, -0.07, -0.31], [0.07, -0.18, -0.07], [0.19, 0.02, -0.05], [0.00, -0.01, 0.06], [-0.02, 0.08, -0.18], [-0.07, -0.06, -0.11], [-0.05, 0.18, 0.20], [-0.06, 0.06, 0.18], [0.16, 0.03, 0.01], [-0.06, -0.06, -0.03], [0.08, 0.23, 0.05]],
  "mol_weight_g_mol": 130.2,
  "de_lowest_kj_mol": 107.11,
  "spin_multiplicity": 1,
  "smiles": "C=C(O)[C@@H](O)[C@H](C)CC",
  "e_homo_ev": -8.8521,
  "total_charge": 0,
  "orbital_gap_ev": 9.70
}

4.
{
  "formula": "C7H14O2S",
  "method": "ωB97M-V/def2-TZVPD",
  "species": ["C", "C", "C", "C", "C", "C", "C", "O", "O", "S", "H", "H", "H", "H", "H", "H", "H", "H", "H", "H", "H", "H", "H", "H"],
  "xyz": [[-0.418, -0.930, 0.214], [-0.218, 0.265, -0.304], [-0.908, -2.042, -0.663], [-0.215, -1.232, 1.668], [-0.543, 0.549, -1.724], [2.048, 1.447, 0.276], [0.507, 1.380, 0.428], [-4.102, 1.556, -0.074], [-4.193, -0.339, 1.427], [-3.736, 0.191, 0.190], [-1.058, -2.980, -0.274], [-0.245, -1.910, -1.588], [-1.904, -1.680, -1.065], [-0.092, -0.374, 2.281], [0.687, -1.817, 1.811], [-1.025, -1.898, 2.126], [-0.707, 1.584, -1.681], [-1.245, -0.125, -2.100], [0.333, 0.594, -2.383], [2.276, 1.945, -0.661], [2.454, 0.529, 0.423], [2.546, 2.232, 1.061], [0.138, 2.313, 0.011], [0.359, 1.323, 1.517]],
  "forces_ev_per_a": [[-0.63, -1.04, 1.55], [1.57, 0.54, 0.11], [-0.28, 3.94, -3.14], [-0.70, -1.78, 0.33], [2.42, 0.53, 0.63], [-0.77, 4.64, 1.10], [0.24, 0.15, 0.62], [0.34, -0.39, -0.29], [-0.01, -0.66, 0.57], [-0.19, 1.06, -0.29], [0.24, -2.17, 0.93], [-0.83, -1.38, 1.11], [0.68, -0.75, 0.36], [-0.12, 0.75, 0.48], [0.40, -0.26, -0.03], [0.76, 1.01, -0.79], [-1.66, 1.50, -0.61], [-1.42, -0.28, -0.94], [0.23, -0.76, 0.04], [0.38, -0.60, -0.42], [1.58, -2.64, 0.13], [-1.39, -1.99, -1.51], [-0.31, 0.34, 0.50], [-0.52, 0.26, -0.45]],
  "mol_weight_g_mol": 162.3,
  "de_lowest_kj_mol": 291.66,
  "spin_multiplicity": 1,
  "e_homo_ev": -8.7162,
  "total_charge": 0,
  "orbital_gap_ev": 7.85
}